## A
Density functional theory data (wB97M-V/def2-TZVPD) for a single C22H31N3O3S molecule.

Last column: Mulliken charge in e.
Element x y z (Å)
1 S -0.2522 2.0502 1.1513  -0.0084
2 O 2.8913 0.7929 -0.5327  -0.4627
3 O 0.4811 -2.2073 -1.8097  -0.7227
4 O 5.2068 0.2207 0.8941  -0.3412
5 N -2.1255 -0.1307 0.2750  0.0716
6 N 0.4410 -0.0698 -1.0965  0.4627
7 N -4.8190 -1.3274 0.0379  0.1010
8 C -1.3844 2.0949 -0.1596  -0.2019
9 C -1.7279 3.3743 -0.4710  -0.5346
10 C 2.2647 -1.4959 -0.4197  0.4433
11 C 0.9929 -1.2931 -1.1818  0.7418
12 C -3.2423 0.2957 1.1112  -0.8017
13 C -0.4532 1.3631 -2.8497  -1.9661
14 C -0.7649 0.3070 -1.7875  -0.3292
15 C -6.6719 -2.1570 1.4078  -1.3591
16 C -2.3384 -1.5240 -0.0940  -0.3065
17 C -1.8425 0.8197 -0.7967  0.3313
18 C -5.1762 -2.2397 1.1113  -0.1915
19 C -1.0756 4.3356 0.3345  -0.4573
20 C 2.5259 -2.8071 -0.0280  -0.9692
21 C 6.3992 -0.0668 1.5807  -1.0204
22 C -3.6930 -1.7507 -0.7799  -1.2186
23 C 3.9210 1.6375 -1.0079  -0.8674
24 C -4.6183 0.0472 0.4669  -0.9312
25 C 3.6790 -3.1228 0.6523  -0.9821
26 C 4.3574 -0.8106 0.5873  0.6260
27 C -0.2505 3.7692 1.2494  -0.7481
28 C 3.1873 -0.4836 -0.1284  0.4981
29 C 4.5905 -2.1266 0.9608  -0.5007
30 H -0.0210 2.2517 -2.3952  0.3274
31 H -2.4262 3.6271 -1.2494  0.4957
32 H -4.7281 0.6839 -0.4177  0.3368
33 H 1.8007 -3.5619 -0.2885  0.4934
34 H 7.0386 -0.7503 1.0127  0.3957
35 H -1.1347 -0.5914 -2.2901  0.5371
36 H 0.9235 0.6470 -0.5770  0.1380
37 H 6.9076 0.8901 1.6923  0.2411
38 H -3.7334 -1.1744 -1.7109  0.3279
39 H -4.6114 -2.0545 2.0385  0.1875
40 H -1.3575 1.6473 -3.3815  0.4150
41 H 3.4194 2.3848 -1.6241  0.3013
42 H 0.2576 0.9559 -3.5643  0.4940
43 H -2.7349 1.0538 -1.4071  0.5271
44 H -7.2362 -2.3256 0.4949  0.3252
45 H 4.6382 1.0867 -1.6199  0.3322
46 H -3.1378 1.3571 1.3450  0.4142
47 H 5.4842 -2.3844 1.5057  0.4213
48 H -3.8136 -2.8051 -1.0338  0.4640
49 H -6.9479 -2.9115 2.1404  0.4261
50 H -2.3086 -2.0954 0.8399  0.5065
51 H 4.4470 2.1320 -0.1895  0.2718
52 H -1.2226 5.3962 0.2336  0.4275
53 H 0.3612 4.2533 1.9842  0.4935
54 H -5.4043 0.3212 1.1715  0.3976
55 H -6.9413 -1.1807 1.8022  0.3048
56 H -3.1676 -0.2641 2.0487  0.3706
57 H 3.8798 -4.1397 0.9519  0.3800
58 H -1.5275 -1.8857 -0.7211  0.0933
59 H 6.2030 -0.4875 2.5719  0.3772
60 H -4.9435 -3.2545 0.7801  0.4212

Calculated values
lowest unoccupied orbital energy	0.022	Eh
highest occupied orbital energy	-7.4	eV
SMILES	CCN1CCN([C@@H](c2cccs2)[C@@H](C)NC(=O)c2cccc(OC)c2OC)CC1
frontier orbital gap	0.2960	Ha
charge	0

## B
Density functional theory data (wB97M-V/def2-TZVPD) for a single C22H31N3O3S molecule.

Last column: Mulliken charge in e.
Element x y z (Å)
1 S -2.2791 -3.4385 -0.3501  0.3308
2 O -1.4694 -3.3271 -1.5737  -0.6540
3 O 1.9647 -2.9361 0.8391  -0.4347
4 O -4.6436 -0.3374 -0.8598  -0.6543
5 N 0.6544 -1.2652 0.2295  0.0522
6 N -1.8714 1.2421 0.0754  0.1785
7 N -2.7033 -0.8555 -1.9160  0.0428
8 C 0.4103 -4.6216 1.7233  -1.6272
9 C 2.9585 0.2969 -0.6460  -0.4378
10 C 4.0882 0.9750 -1.0510  -0.6505
11 C 5.3476 0.3878 -0.9631  1.0602
12 C -1.3355 1.0969 -1.2701  0.0899
13 C -1.4403 3.9827 1.0682  -0.7967
14 C -0.1225 -2.2509 0.7672  -0.2187
15 C 0.6912 -3.2897 1.1352  0.5831
16 C 4.3221 -1.5929 -0.0472  -0.7660
17 C -2.9615 2.1981 0.1952  -0.9561
18 C -0.3047 2.9639 0.9806  -0.7784
19 C 3.0648 -0.9983 -0.1376  0.4362
20 C -3.7761 -1.1306 -1.1614  0.5472
21 C -2.5210 3.6576 0.0399  -0.7498
22 C -3.8760 -2.5936 -0.7327  -0.7622
23 C 5.4456 -0.9030 -0.4571  -0.7382
24 C 6.5628 1.1314 -1.4240  -1.4292
25 C -2.3362 0.4933 -2.2669  -1.6575
26 C -0.8238 1.5162 1.0596  1.1282
27 C 1.8798 -1.7033 0.2932  0.1383
28 C -1.5951 -2.1541 0.8248  0.5425
29 C -1.2954 1.1725 2.4754  -1.8732
30 H -3.7347 1.9473 -0.5299  0.5432
31 H 6.5212 2.1714 -1.1066  0.3677
32 H -0.4343 1.1209 3.1377  0.4356
33 H -1.9132 -1.1536 0.5343  -0.8576
34 H -4.5092 -2.6705 0.1491  0.4247
35 H -1.0469 4.9888 0.9003  0.4223
36 H 1.9839 0.7533 -0.7114  0.4918
37 H -3.3830 4.3130 0.1755  0.4341
38 H -0.9806 2.0473 -1.7009  0.6021
39 H -0.4377 -4.5609 2.4013  0.3506
40 H -1.8777 3.9660 2.0684  0.2606
41 H 3.9989 1.9786 -1.4417  0.4040
42 H -2.1332 3.8245 -0.9678  0.2845
43 H 1.2847 -4.9771 2.2630  0.4157
44 H -3.2517 1.0848 -2.3134  0.4414
45 H -4.3226 -3.1748 -1.5411  0.4721
46 H -1.9875 -2.4251 1.8038  0.6135
47 H 0.2235 3.0999 0.0335  0.3067
48 H -3.4041 2.0590 1.1838  0.4463
49 H 0.0029 0.8351 0.8293  -0.4697
50 H -0.4820 0.4154 -1.1981  -0.0722
51 H -1.8732 0.4798 -3.2571  0.4355
52 H 0.1728 -5.3391 0.9375  0.3085
53 H -1.9837 1.9127 2.8710  0.4477
54 H -1.7921 0.2069 2.4777  0.3141
55 H 4.4088 -2.5949 0.3450  0.4594
56 H 0.4143 3.1311 1.7848  0.4984
57 H -2.0013 -1.5793 -2.0489  0.2887
58 H 6.6164 1.1177 -2.5130  0.2826
59 H 7.4702 0.6782 -1.0330  0.3593
60 H 6.4159 -1.3731 -0.3828  0.3432

Calculated values
lowest unoccupied orbital energy	0.020	Eh
highest occupied orbital energy	-8.1	eV
frontier orbital gap	0.3163	Ha
charge	0

Relative energies, unit kJ/mol: A 121.5; B 0.0

## A
Density functional theory data (wB97M-V/def2-TZVPD) for a 9-piece molecular cluster, C18H54O9 overall.

Last column: Mulliken charge in e.
Element x y z (Å)
1 O -11.2096 4.5190 4.6772  -0.5655
2 O -21.5598 10.4488 1.4970  -0.5607
3 O -18.5938 13.1068 7.2553  -0.6033
4 O -18.2990 10.3129 8.0906  -0.7247
5 O -15.7660 9.7427 6.9468  -0.5805
6 O -14.9671 7.3346 -0.3942  -0.5688
7 O -21.9743 6.8907 7.4245  -0.5508
8 O -12.5550 12.0975 4.6467  -0.6603
9 O -13.1660 10.8913 7.2417  -0.6917
10 C -19.4734 13.2486 6.1277  0.8514
11 C -20.4739 12.6027 1.5722  -1.1828
12 C -20.9989 5.8915 7.0679  0.4156
13 C -20.4169 12.0673 6.0567  -1.0724
14 C -15.4171 9.3230 0.9251  -0.9373
15 C -12.2671 6.1860 3.2776  -0.9642
16 C -11.0621 6.7571 5.4076  -1.2854
17 C -20.2117 14.5778 6.2048  -1.4152
18 C -14.4537 8.6121 -0.0045  0.7127
19 C -14.6685 8.6566 5.1507  -1.3263
20 C -15.9815 8.8198 5.8777  0.9773
21 C -14.1603 9.4491 -1.2373  -1.5702
22 C -21.7061 4.6134 6.6641  -1.3068
23 C -19.3689 10.5442 2.5275  -0.8662
24 C -20.2924 11.0850 1.4490  0.4462
25 C -20.0954 6.4134 5.9820  -0.9634
26 C -17.0941 9.3062 4.9603  -1.0651
27 C -11.0910 5.8616 4.1915  0.4393
28 H -16.3914 9.5479 0.4960  0.2615
29 H -13.8668 8.5084 5.8756  0.3087
30 H -10.9727 3.9108 3.9720  0.3290
31 H -13.6550 10.3849 -0.9953  0.3965
32 H -11.6458 12.1733 4.9489  0.2964
33 H -10.9427 7.7975 5.1012  0.3880
34 H -19.8231 10.6479 3.5214  0.0197
35 H -21.7457 10.1960 2.4059  0.3380
36 H -18.8715 13.2842 5.2098  0.1812
37 H -20.6229 6.5548 5.0344  0.3292
38 H -19.2855 5.7102 5.7534  0.3674
39 H -18.5417 11.1736 7.7156  0.3661
40 H -13.5246 8.4193 0.5360  0.0776
41 H -17.7423 13.4867 7.0214  0.3294
42 H -13.5396 8.9006 -1.9467  0.4164
43 H -13.2260 11.3051 8.1064  0.2833
44 H -20.9918 12.8314 2.5074  0.1580
45 H -21.0140 3.8692 6.2651  0.3473
46 H -18.4219 11.0874 2.5773  0.3378
47 H -14.6821 7.7975 4.4819  0.2880
48 H -14.8694 10.2038 1.2738  0.3501
49 H -20.9357 14.5903 7.0212  0.3453
50 H -12.2254 7.2158 2.9148  0.2535
51 H -16.8733 10.2761 4.5051  0.3438
52 H -21.0397 12.1664 5.1668  0.3674
53 H -10.2556 6.4825 6.0842  0.3659
54 H -19.1157 9.4966 2.3595  0.2980
55 H -20.4400 5.7064 7.9848  0.2597
56 H -19.6072 7.3432 6.2755  0.0740
57 H -19.5246 13.1452 1.5861  0.3498
58 H -12.9929 11.6354 5.3752  0.3899
59 H -15.5854 8.6889 1.8001  0.1433
60 H -15.3845 7.4162 -1.2569  0.3350
61 H -13.2003 6.0821 3.8324  0.1950
62 H -15.1048 9.7065 -1.7305  0.3807
63 H -20.7179 14.7994 5.2633  0.3445
64 H -19.8319 10.8674 0.4814  0.2988
65 H -17.2411 8.5960 4.1416  0.3709
66 H -18.0408 9.4010 5.4984  0.0419
67 H -16.2898 7.8342 6.2583  0.1391
68 H -21.0504 12.9784 0.7282  0.3520
69 H -14.4403 9.5613 4.5800  0.1678
70 H -12.2625 5.5024 2.4277  0.4030
71 H -12.0058 6.6502 5.9462  0.2385
72 H -14.0480 10.5127 7.0858  0.4194
73 H -19.5050 15.3919 6.3802  0.3685
74 H -19.8667 11.1287 5.9582  -0.1104
75 H -22.2307 4.1923 7.5200  0.3230
76 H -16.6227 9.9310 7.3577  0.3227
77 H -10.1558 5.9708 3.6286  0.2391
78 H -19.1184 9.8119 8.1349  0.3122
79 H -22.4245 4.8068 5.8598  0.3570
80 H -22.6031 6.9386 6.6968  0.3457
81 H -21.0636 12.0178 6.9340  0.4146

Calculated values
lowest unoccupied orbital energy	0.012	Eh
highest occupied orbital energy	-10.1	eV
SMILES	CC(C)O.CC(C)O.CC(C)O.CC(C)O.CC(C)O.CC(C)O.O.O.O
frontier orbital gap	0.3839	Ha
charge	0

## B
Density functional theory data (wB97M-V/def2-TZVPD) for a 9-piece molecular cluster, C18H54O9 overall.

Last column: Mulliken charge in e.
Element x y z (Å)
1 O 2.4840 2.2074 2.6200  -0.4528
2 O -1.7720 -1.4196 5.3660  -0.5077
3 O 1.5820 -4.6736 1.9310  -0.4904
4 O -0.4670 3.9644 0.7270  -0.4487
5 O -3.5020 2.6924 -3.8270  -0.5214
6 O -5.9600 -1.8956 -0.3050  -0.4936
7 O 0.6140 1.2194 0.6250  -0.2751
8 O 5.8210 0.0124 0.6890  -0.5424
9 O 2.9130 -0.3846 -4.6470  -0.5469
10 C -1.3830 -1.3986 4.1150  0.2609
11 C 1.5460 -3.7836 -0.2340  -0.9296
12 C 1.1270 2.4614 4.4330  -0.9125
13 C -0.9940 4.8324 -1.3870  -1.0782
14 C -3.1450 1.4554 -3.0990  0.5515
15 C -4.9190 0.3184 0.1880  -0.8018
16 C 0.3330 -0.0456 0.7290  -0.2124
17 C 5.3960 -0.3106 -1.6290  -1.2860
18 C 4.8620 0.3224 -0.3770  0.6042
19 C -1.9890 0.7444 -3.8570  -1.0112
20 C 0.9000 -1.6026 -4.1360  -1.3312
21 C -0.4390 -2.5886 3.9690  -0.8580
22 C -4.8780 -1.2416 0.4890  0.0025
23 C 2.3690 -1.6226 -4.0500  -0.0153
24 C 0.7660 -4.5516 0.8170  -0.1786
25 C 2.0580 3.0844 3.6290  -0.3456
26 C -0.8400 -0.5176 -0.2210  -0.1381
27 C -1.5130 4.1504 -0.1760  0.0937
28 H -5.5380 0.8564 0.7530  0.5222
29 H 1.3000 1.5824 1.1520  0.2802
30 H 2.7640 -2.3866 -4.9120  0.2152
31 H 0.3590 -5.4886 0.3800  0.4321
32 H 3.0780 3.2614 4.2750  0.2802
33 H -0.9490 -0.4166 3.8220  -0.0340
34 H -4.0100 0.9334 0.4360  0.1138
35 H 4.8410 -0.5566 -2.3190  0.2079
36 H -0.0030 -2.5786 3.1740  -0.0234
37 H 1.8030 4.0954 3.2080  0.2508
38 H 6.0160 -1.1226 -1.2780  0.3774
39 H 2.5840 -1.8446 -2.9730  0.1607
40 H -2.6400 1.7434 -2.1810  -0.3586
41 H -1.2030 -1.2036 5.9510  0.2760
42 H 0.2100 2.3574 3.9380  0.2954
43 H 2.6050 -4.1636 -0.4790  0.3396
44 H -1.9070 3.0624 -0.4930  -0.1659
45 H 0.1910 3.2904 0.3550  0.2906
46 H -4.2800 2.7964 -4.0330  0.2245
47 H -2.2670 -1.6386 3.5780  0.0815
48 H -0.0610 -0.2646 1.7510  -0.1897
49 H -0.2940 4.4504 -2.0050  0.4329
50 H 4.4820 1.4014 -0.2750  0.2575
51 H -1.4670 -1.4966 -0.0920  0.1963
52 H -0.6830 5.9764 -1.1190  0.2320
53 H -4.8570 -1.4186 1.6610  0.2041
54 H 5.1730 0.1414 1.4910  0.2927
55 H 1.1660 -3.6826 -1.2280  0.2817
56 H -5.7430 -2.0626 -1.0890  0.2362
57 H -3.9960 -1.6286 0.4200  0.0535
58 H -1.9270 -0.2086 -3.2060  0.1416
59 H -2.2880 4.7594 0.1820  0.3752
60 H 0.7060 -0.9586 -3.5470  0.5106
61 H -1.9120 5.0154 -2.1480  0.2752
62 H -4.1950 0.9354 -3.1840  0.2623
63 H 6.1990 0.2774 -1.9560  0.3934
64 H 3.2020 1.7464 3.0140  0.2547
65 H 0.4040 -2.6106 4.6650  0.3635
66 H -0.1040 -3.9246 1.1030  0.0332
67 H 3.7780 -0.1966 -0.2980  -0.2938
68 H 0.5100 -1.4066 -5.2670  0.3487
69 H 1.4440 1.3944 4.9280  0.1959
70 H -1.0720 -3.3676 4.0310  0.4268
71 H 1.8980 -2.9666 0.3520  0.2415
72 H -5.3150 0.6824 -0.8350  0.2043
73 H -1.0590 1.3674 -4.0700  0.2981
74 H 0.5600 -2.6166 -4.0120  0.3230
75 H -2.3120 0.3144 -4.7790  0.4321
76 H 0.8430 3.2084 5.1960  0.3779
77 H 1.0190 -0.5616 0.4640  0.5675
78 H 1.5670 -5.5766 2.1030  0.2839
79 H 2.4910 -0.3526 -5.5430  0.3036
80 H -0.4260 -0.6336 -1.1190  -0.2916
81 H -1.6520 0.2544 -0.3250  0.0737

Calculated values
lowest unoccupied orbital energy	0.009	Eh
highest occupied orbital energy	-9.7	eV
SMILES	CCO.CCO.CCO.CCO.CCO.CCO.CCO.CCO.CCO
frontier orbital gap	0.3649	Ha
charge	0

Relative energies, unit kJ/mol: A 0.0; B 1643.9